# 1
# C8H21BI2InNOP2

C8H21BI2InNOP2 as an isolated structure (wB97M-V/def2-TZVPD, the Open Molecules 2025 dataset).

Cartesian coordinates (Å):
I: -2.86351 4.80290 -1.30935
I: 0.44470 1.94447 -3.75952
In: 0.68244 0.21972 -1.71376
P: 1.82710 1.72398 0.60796
C: 2.13063 3.49808 0.50477
C: 1.73552 1.48420 2.46581
H: 2.67251 1.79971 2.92153
H: 4.24111 1.53481 0.97829
H: 1.55367 0.38730 2.68154
H: 3.52598 -0.03654 0.49265
H: 1.28119 4.09789 0.90051
H: 0.91123 2.03535 2.84294
C: 3.52852 1.03646 0.32245
H: 3.04009 3.81581 1.04665
H: 3.80760 1.23337 -0.72807
H: 2.24671 3.83190 -0.55086
P: -1.98501 -1.07652 -1.25191
C: -3.43389 -0.59316 -2.21211
C: -1.46572 -2.64337 -2.10646
H: -1.98825 -2.20936 0.95509
H: -3.42519 -2.67645 -0.05353
H: -3.35687 -1.09511 0.76135
C: -2.79381 -1.84446 0.25711
H: -0.68219 -3.12330 -1.55621
H: -2.33378 -3.29731 -2.22513
H: -4.10368 -1.44150 -2.44078
H: -3.14385 -0.13502 -3.18236
H: -1.09068 -2.36977 -3.11846
H: -4.04177 0.18318 -1.69963
C: -1.65051 1.46313 1.12081
O: -1.67840 2.11607 0.17312
B: 1.25920 -2.88527 1.74857
C: 0.71935 -1.62266 0.95772
N: 0.31247 -0.68751 0.39294
H: 2.48134 -2.74296 1.84416
H: 0.94160 -3.87742 1.08617
H: 0.69413 -2.85065 2.84597

E_HOMO (spin up / spin down) in eV: -14.72 / -14.72
Total charge: +2

Atom charges from the Mulliken analysis, given in e for atoms 1 to 2: number 1, I, carries 0.87; number 2, I, carries -0.10

=====

# 2
# C8H21F5IIrO2P2Te

C8H21F5IIrO2P2Te as an isolated structure (wB97M-V/def2-TZVPD, the Open Molecules 2025 dataset).

Cartesian coordinates (Å):
C: -0.34553 -0.14006 -2.71815
I: -3.76576 0.34086 -1.31547
H: 0.73702 -0.18670 -2.86182
H: -0.73612 0.72694 -3.26467
H: -0.80894 -1.00987 -3.20321
Ir: -1.25886 -0.04614 -0.93226
P: 0.31185 1.74603 -0.59202
C: -0.71767 3.20723 -0.97908
C: 1.18314 2.37339 0.90337
H: 1.80057 3.24388 0.62491
H: 2.30958 2.77441 -1.54656
H: 1.84018 1.59722 1.30957
H: 2.37921 0.96617 -1.64319
H: -1.52091 3.25040 -0.23205
H: 0.47382 2.68117 1.67942
C: 1.73860 1.85571 -1.76833
H: -0.10589 4.11673 -0.92775
H: 1.35407 1.90422 -2.79391
H: -1.14208 3.08853 -1.98146
P: 0.15353 -1.90185 -0.41885
C: -0.98921 -3.28450 -0.76774
C: 1.59079 -2.10450 -1.54367
H: 1.68620 -1.66072 1.45637
H: 1.37916 -3.37634 1.07300
H: 0.16680 -2.40873 1.96387
C: 0.91599 -2.38276 1.16944
H: 2.28852 -1.26394 -1.39181
H: 2.09821 -3.05395 -1.32048
H: -0.46563 -4.23756 -0.62556
H: -1.34464 -3.18924 -1.80020
H: 1.24374 -2.12986 -2.58151
H: -1.83940 -3.20501 -0.07661
C: -2.07466 -0.18558 0.90461
O: -2.79156 -1.13612 1.18266
F: -0.47962 2.40028 3.82867
Te: -0.83354 0.45463 3.63919
F: -2.64090 0.56505 4.36465
F: -0.09745 0.04070 5.35375
F: 0.94993 0.21413 2.84517
F: -1.06157 -1.46204 3.37499
O: -1.58095 0.81779 1.61277

E_HOMO (spin up / spin down) in eV: -18.92 / -21.44
Spin multiplicity: 6
Total charge: +3

Atom charges from the Mulliken analysis, given in e for atoms 1 to 2: number 1, C, carries -1.51; number 2, I, carries 0.40

=====

# 3
# C8H21N2O4P

A 3-piece molecular cluster, C8H21N2O4P overall (wB97M-V/def2-TZVPD, the Open Molecules 2025 dataset).

Cartesian coordinates (Å):
C: -2.20926 0.51855 -1.76048
C: -3.38587 0.63075 -2.70334
O: -4.22136 1.73288 -2.35120
P: -5.43871 1.73787 -1.26267
O: -5.36399 0.27989 -0.50109
H: -1.65157 1.45469 -1.74108
H: -1.53248 -0.27881 -2.06889
H: -2.54676 0.30848 -0.74644
H: -3.96592 -0.29889 -2.70524
H: -3.06662 0.81623 -3.72917
H: -6.49227 1.40980 -2.17906
H: -5.58808 -0.48197 -1.04429
C: -0.55261 0.55871 1.61080
O: -0.09090 0.14173 0.56384
N: 0.18963 0.88660 2.68467
C: -0.40161 1.38632 3.90666
C: 1.63151 0.73128 2.59752
H: -1.63455 0.70544 1.76335
H: -0.03387 2.38742 4.14001
H: -0.17776 0.72895 4.74912
H: -1.48262 1.43682 3.78700
H: 2.03866 1.34095 1.79021
H: 1.89878 -0.30766 2.40061
H: 2.07539 1.04162 3.54060
C: 4.48115 -2.40648 -0.12686
O: 5.68760 -2.26984 -0.19810
N: 3.58740 -1.66738 -0.81189
C: 2.15504 -1.85562 -0.68107
C: 4.08790 -0.63964 -1.70598
H: 4.00660 -3.16240 0.52265
H: 1.71429 -2.14715 -1.63757
H: 1.66657 -0.94756 -0.33046
H: 1.96751 -2.65172 0.03876
H: 4.72044 -1.07350 -2.48132
H: 4.68754 0.09093 -1.16159
H: 3.24079 -0.13732 -2.16799

E_HOMO in eV: -8.99
Total charge: 0
SMILES string: CN(C)C=O.CN(C)C=O.CCOPO

Atom charges from the Mulliken analysis, given in e for atoms 1 to 2: number 1, C, carries -0.73; number 2, C, carries -0.33

=====

Computed values of largest force on an atom (unit: eV Å⁻¹) for the preceding records, in sequence: 3.38, 4.29, 0.36.
Computed values of energy above the lowest of the compared OMol25 structures with the same formula, charge and spin (unit: eV) for the preceding records, in sequence: 1.727, 1.616, 0.348.